84
Properties=species:S:1:pos:R:3:forces:R:3 method="wB97M-V/def2-TZVPD" charge=+1 homo_energy_ev="-10.0 / -10.0" multiplicity=1 mol_weight_g_mol=858.0 orbital_gap_ev="6.11 / 5.98"
Ir -0.3365 -0.4341 -1.2262 -1.4 0.0 1.9
C -1.0011 -2.1069 4.9891 -0.1 0.0 0.0
C -1.6463 -0.8826 4.9174 0.0 0.0 0.1
C -1.6181 -0.1468 3.7455 0.0 0.2 -0.3
C -0.9278 -0.6340 2.6403 -0.4 -0.4 -0.4
C -0.3017 -1.8771 2.7061 -0.1 0.1 -0.1
C -0.3417 -2.6097 3.8771 0.1 0.0 0.0
P -0.6241 0.3554 1.1448 2.0 0.0 -0.8
C -1.5996 1.8684 1.3748 -0.2 -0.3 -0.5
C -1.0508 3.1376 1.5207 0.1 -0.2 0.2
C -1.8841 4.2413 1.5876 -0.1 0.1 0.0
C -3.2592 4.0892 1.4894 0.0 0.0 0.1
C -3.8096 2.8250 1.3333 -0.1 0.1 0.0
C -2.9834 1.7210 1.2656 0.2 0.0 0.0
C 1.1232 0.7805 1.4809 -0.2 0.2 0.3
C 1.5040 1.2235 2.7290 -0.2 -0.1 -0.4
C 2.8499 1.4784 3.0103 0.4 0.0 -0.1
C 3.7996 1.2976 2.0394 -0.2 0.1 0.2
C 3.4456 0.8590 0.7469 -0.3 -0.1 -0.3
C 4.4065 0.7010 -0.2756 0.1 -0.1 -0.3
C 4.0389 0.2686 -1.5214 0.3 0.1 0.5
C 2.7027 -0.0712 -1.7853 -1.0 -0.2 0.0
C 1.7212 0.0646 -0.8249 -1.3 -0.2 -0.6
C 2.0812 0.5692 0.4578 -0.3 0.0 0.2
H -1.0166 -2.6707 5.9089 0.0 -0.1 0.1
H -2.1630 -0.4901 5.7810 -0.1 0.0 0.0
H -2.1201 0.8084 3.6941 0.0 0.1 0.1
H 0.2120 -2.2605 1.8353 0.1 -0.1 0.0
H 0.1523 -3.5690 3.9256 0.0 -0.1 0.0
H 0.0205 3.2535 1.5958 0.1 0.0 0.0
H -1.4660 5.2289 1.7153 0.1 0.1 0.0
H -3.8997 4.9565 1.5419 -0.1 0.1 0.0
H -4.8795 2.7017 1.2611 -0.1 0.0 0.0
H -3.4010 0.7328 1.1225 -0.1 -0.1 0.0
H 0.7650 1.3632 3.5063 -0.1 0.0 0.1
H 3.1326 1.8100 3.9983 0.0 0.0 0.1
H 4.8414 1.4860 2.2528 0.1 0.0 0.0
H 5.4408 0.9229 -0.0565 0.1 0.1 0.0
H 4.7734 0.1704 -2.3080 0.0 0.0 0.0
H 2.4585 -0.4484 -2.7709 -0.1 0.0 0.0
O -1.9976 -4.2699 -1.2786 -0.3 0.0 0.3
C -1.1346 -3.6201 -0.6959 0.9 -1.8 -0.3
O -1.1796 -2.3604 -0.5054 0.5 2.9 -0.2
C 0.0761 -4.3060 -0.1176 -0.3 -0.1 -0.1
C -0.0260 -5.5987 0.3832 -0.2 0.4 -0.3
C 1.0575 -6.2303 0.9835 0.5 0.0 0.2
C 2.2394 -5.5229 1.0429 -0.4 0.7 -0.4
O 3.4365 -5.8867 1.5732 -0.3 -0.4 0.0
C 4.3026 -4.7875 1.3901 1.3 0.1 0.4
O 3.6107 -3.7575 0.7141 -0.2 0.2 -0.2
C 2.3461 -4.2236 0.5190 -0.4 -0.7 0.2
C 1.2783 -3.5953 -0.0663 0.4 0.0 0.2
H -0.9750 -6.1060 0.3050 -0.1 0.0 0.0
H 0.9745 -7.2254 1.3887 0.0 -0.1 0.0
H 5.1738 -5.0964 0.7930 -0.2 0.0 0.1
H 4.6419 -4.4164 2.3709 -0.2 -0.1 -0.2
H 1.3587 -2.5937 -0.4725 0.1 -0.1 0.1
O -1.6899 1.4348 -1.7762 1.1 -1.0 -0.1
C -1.4658 2.6379 -1.7006 -0.2 0.9 0.4
C -2.5251 3.6474 -2.0367 -0.1 0.0 -0.2
C -1.9259 4.6065 -3.0852 -0.1 -0.1 -0.1
C -0.9232 3.9558 -4.0587 0.1 0.3 0.0
C 0.5375 3.9380 -3.5783 -0.1 -0.4 0.0
C 0.7872 2.9351 -2.4455 0.3 0.1 -0.5
N -0.2295 3.1493 -1.4198 0.0 -0.1 0.4
H -2.8467 4.2046 -1.1551 0.0 -0.1 0.1
H -3.3843 3.1102 -2.4373 0.0 0.0 0.1
H -1.4344 5.4391 -2.5804 0.0 0.1 0.0
H -2.7524 5.0270 -3.6572 0.0 0.1 0.0
H -0.9446 4.5350 -4.9822 -0.1 -0.1 -0.1
H -1.2423 2.9396 -4.3029 -0.1 -0.1 -0.1
H 0.8117 4.9401 -3.2367 0.0 0.0 0.0
H 1.1866 3.6905 -4.4196 0.1 0.1 0.0
H 1.7776 3.0745 -2.0075 -0.1 -0.2 0.0
H 0.7001 1.9056 -2.8054 0.1 0.1 0.1
H -0.2648 4.1384 -1.1883 -0.2 -0.2 -0.1
N -2.0536 -3.3615 -4.0441 -0.1 0.0 0.2
C -2.0792 -2.2297 -3.3503 -0.7 -0.3 0.0
N -3.0620 -2.0330 -2.4744 -0.1 -0.2 -0.2
S -0.9450 -1.0107 -3.6848 1.3 0.8 0.7
H -2.5718 -4.1547 -3.6976 0.0 -0.1 -0.1
H -1.3144 -3.5241 -4.7070 0.1 0.0 0.1
H -3.4956 -2.8636 -2.0791 0.2 0.2 0.1
H -2.9702 -1.2503 -1.8416 -0.1 -0.2 -0.2

75
Properties=species:S:1:pos:R:3:forces:R:3 method="wB97M-V/def2-TZVPD" charge=0 homo_energy_ev=-9.1 multiplicity=1 relative_energy_ev=10.258 mol_weight_g_mol=823.8 orbital_gap_ev=2.52
Zn -1.0899 0.4578 -0.0310 -0.1 0.0 0.2
C -7.1120 0.6836 2.4002 0.8 1.3 -0.8
F -8.3953 0.3948 2.4780 -0.1 -1.2 -0.1
F -7.0946 2.0121 2.2131 0.5 0.3 -0.2
F -6.5126 0.4492 3.5698 -0.1 -0.5 -0.4
S -6.1766 -0.1058 0.8713 -0.3 -1.1 -0.9
O -6.9814 0.2598 -0.3062 0.5 -0.5 1.7
O -4.8275 0.4949 0.7329 -0.9 -0.5 1.1
O -6.1348 -1.5435 1.2346 0.0 2.1 -0.4
C -1.1397 3.8952 5.5669 1.1 -1.0 1.0
F -0.3155 4.3946 6.5206 -0.3 -0.5 -0.6
F -2.0451 3.1230 6.1738 0.3 -0.1 -0.3
F -1.7593 4.8992 5.0172 -0.2 0.4 -0.9
S -0.0392 2.8719 4.3308 2.4 -1.0 0.0
O -0.8031 2.5504 3.1491 -1.8 -0.1 -0.9
O 1.0182 3.7820 3.9186 -0.5 0.4 0.9
O 0.4770 1.6372 4.9379 -1.1 1.6 0.4
C -0.0613 -6.0403 0.6424 -1.3 1.1 0.0
O -0.6578 -5.5835 1.8991 1.8 1.5 1.1
P -0.1184 -4.1619 2.5555 0.2 -0.7 -0.3
O -0.4494 -2.9511 1.7713 0.6 -0.9 0.3
O 1.4879 -4.3182 2.8393 -1.9 -0.3 -0.8
C 2.0263 -5.5883 3.2407 0.2 0.0 0.1
O -0.7866 -4.1977 4.0102 1.5 -0.8 -1.8
C -1.5990 -3.1179 4.3377 -2.6 0.8 1.1
H -0.9622 -6.0312 0.0288 0.3 -0.9 -0.4
H 0.4532 -6.9934 0.7648 -0.3 0.1 0.0
H 0.5683 -5.2952 0.1562 0.4 0.1 0.4
H 1.4484 -6.4546 2.9186 -0.3 0.2 -0.1
H 2.0927 -5.6112 4.3284 0.2 0.0 -0.1
H 3.0020 -5.6689 2.7617 0.1 0.1 0.3
H -1.8366 -2.3996 3.5531 1.0 0.0 -0.1
H -1.2631 -2.6550 5.2656 0.2 0.1 -0.3
H -2.5951 -3.5230 4.5155 -0.1 -0.2 0.4
C 5.3659 -1.4782 -2.1460 1.2 -0.3 -1.7
O 4.8254 -0.1629 -2.2612 -0.5 0.7 2.9
P 4.4113 0.5593 -0.8579 0.1 1.1 -0.8
O 2.9430 0.4793 -0.6515 1.6 0.1 0.6
O 4.9076 2.0993 -1.1192 -0.2 -1.2 0.1
C 6.1553 2.4522 -1.7475 0.7 -0.5 0.0
O 5.4547 -0.0452 0.2840 -1.5 0.9 -1.9
C 5.3509 0.2861 1.6667 0.2 -0.7 1.4
H 5.4445 -1.9771 -1.1801 -0.4 0.6 0.1
H 6.3635 -1.2796 -2.5376 0.3 -0.9 0.1
H 4.8404 -2.1097 -2.8624 -0.1 -0.1 0.2
H 6.0903 3.4072 -2.2687 -0.5 -0.1 0.2
H 6.5171 1.7006 -2.4492 -0.5 -0.1 -0.2
H 6.9879 2.5297 -1.0483 -0.3 0.1 0.6
H 4.9141 -0.5467 2.2179 -0.4 -0.1 -0.3
H 4.8032 1.1751 1.9796 0.0 0.2 -0.8
H 6.3523 0.3293 2.0948 0.2 0.3 -0.4
C 0.9178 6.1211 -3.5752 2.9 1.5 -2.0
O 0.5618 4.9506 -3.0063 -2.3 -3.5 1.5
C -0.6837 4.6525 -2.6104 -1.1 3.2 1.2
O -1.0908 3.5883 -2.2545 0.4 -0.2 -0.4
O -1.4158 5.8625 -2.4792 0.0 -1.6 -0.9
C -2.8028 5.7283 -2.0375 0.7 -0.5 0.9
H 1.1079 6.9610 -2.9069 -0.8 0.0 0.0
H 0.4839 6.3381 -4.5513 -1.0 0.3 0.5
H 1.9091 5.8136 -3.9081 0.5 0.6 -0.1
H -2.7456 5.2736 -1.0485 -0.3 -0.1 0.0
H -3.4427 5.1051 -2.6622 0.4 0.0 -0.3
H -3.2659 6.7062 -1.9058 0.5 0.1 -0.4
C -0.2772 -0.6412 -5.4106 1.2 0.0 -0.5
O -0.8869 -1.9356 -5.2816 -1.7 -0.3 2.0
C -1.6369 -2.1348 -4.1357 -1.2 1.9 1.6
O -1.5847 -1.3980 -3.1146 -0.1 -2.5 -3.1
O -2.5417 -3.1565 -4.3501 2.2 1.0 0.0
C -3.7103 -3.3914 -3.5542 -0.9 -0.4 -0.2
H 0.0702 -0.6223 -6.4436 -0.2 0.0 0.0
H 0.6310 -0.5574 -4.8137 -0.2 -0.1 0.4
H -0.8866 0.2476 -5.2469 -0.5 -0.5 0.3
H -3.6447 -3.6567 -2.4990 0.9 1.0 0.2
H -4.1657 -4.3192 -3.9004 0.4 0.0 -0.8
H -4.4448 -2.6193 -3.7833 0.2 0.2 0.5

104
Properties=species:S:1:pos:R:3:forces:R:3 method="wB97M-V/def2-TZVPD" charge=0 homo_energy_ev=-8.4 smiles="c1cc[nH]c1.CNC(C)=O.CNC(C)=O.CNC(C)=O.CNC(C)=O.CNC(C)=O.CNC(C)=O.CNC(C)=O.CC(C)=O" multiplicity=1 relative_energy_ev=0.000 mol_weight_g_mol=636.8 orbital_gap_ev=8.74
C -1.0395 -4.3278 -3.1298 -0.1 0.2 0.2
C 0.0197 -4.1435 -2.1984 0.2 0.0 -0.2
C -0.2071 -4.9745 -1.1341 -0.7 -0.1 0.0
N -1.3998 -5.6170 -1.3802 0.3 -0.1 0.2
C -1.9088 -5.2402 -2.5865 0.1 0.1 -0.1
H -1.1455 -3.8212 -4.0750 0.0 -0.1 -0.1
H 0.8590 -3.4829 -2.3407 0.1 -0.1 0.1
H 0.3103 -5.1624 -0.2090 0.2 0.2 -0.1
H -1.8170 -6.2616 -0.7341 -0.1 0.0 -0.1
H -2.8127 -5.6645 -2.9855 -0.1 0.0 0.1
C -2.4129 -0.5112 3.4751 -0.8 0.6 -0.1
N -1.2776 -1.2235 2.9608 0.0 0.0 0.1
C -1.1874 -2.5738 3.0494 -0.3 -0.2 -0.2
C 0.0972 -3.1761 2.5373 0.4 0.3 0.3
O -2.0992 -3.2673 3.4820 0.2 0.1 0.0
H -3.0369 -1.1575 4.0855 0.2 -0.2 0.1
H -3.0813 -0.1218 2.6932 0.2 -0.1 -0.1
H -2.1150 0.3567 4.0649 0.1 -0.1 0.1
H -0.5319 -0.6890 2.5359 0.1 -0.2 0.0
H 0.0430 -3.3851 1.4710 -0.1 -0.1 0.0
H 0.3050 -4.0898 3.0857 -0.1 -0.1 -0.1
H 0.9360 -2.4927 2.6903 0.0 0.0 -0.1
C 0.3163 2.5114 0.1097 -0.4 0.7 0.6
N -0.0877 1.2296 -0.4028 0.4 -0.3 -0.2
C 0.3224 0.0846 0.1620 -0.3 0.0 0.1
C 0.0342 -1.1757 -0.6035 -0.2 0.2 -0.2
O 0.8700 0.0476 1.2650 0.2 0.1 0.3
H -0.3606 2.8945 0.8812 0.0 -0.3 0.0
H 0.2504 3.2634 -0.6735 0.3 -0.1 -0.1
H 1.3057 2.4656 0.5639 0.1 0.0 -0.2
H -0.3717 1.1894 -1.3706 -0.1 0.0 -0.2
H 0.8266 -1.8935 -0.4161 0.0 -0.1 0.0
H -0.0857 -0.9648 -1.6678 0.2 -0.1 0.0
H -0.9123 -1.6003 -0.2616 0.1 -0.1 0.1
C -4.5736 -1.6214 -4.9127 -0.3 -0.6 0.6
N -3.8330 -1.3489 -3.6949 0.1 0.0 -0.4
C -4.0750 -0.2449 -2.9480 -0.1 -0.1 -0.1
C -3.1319 -0.0208 -1.8080 0.1 0.2 0.4
O -5.0063 0.5046 -3.1890 0.0 0.1 -0.1
H -4.3944 -0.8784 -5.6857 0.0 0.0 -0.1
H -5.6391 -1.6797 -4.6854 0.0 0.3 -0.1
H -4.3043 -2.6251 -5.2411 0.2 0.2 -0.2
H -3.0381 -1.9259 -3.4859 0.1 0.0 0.1
H -3.6187 -0.2688 -0.8634 -0.1 0.0 0.0
H -2.8847 1.0384 -1.7983 0.0 0.0 0.1
H -2.2082 -0.5884 -1.8839 -0.1 0.0 -0.1
C 4.0562 -6.8408 0.0648 -0.3 0.1 0.3
N 4.4249 -5.4579 -0.1634 0.2 -0.3 0.0
C 3.6229 -4.4384 0.2254 0.0 0.1 -0.4
C 4.1165 -3.0510 -0.1152 0.0 0.0 -0.4
O 2.5400 -4.6376 0.7434 -0.2 0.0 0.3
H 4.2669 -7.1468 1.0925 0.1 0.0 -0.1
H 4.5880 -7.4840 -0.6292 0.0 0.0 0.0
H 2.9825 -6.9478 -0.0789 0.0 0.0 -0.1
H 5.3137 -5.2772 -0.5918 0.0 0.2 0.0
H 3.2584 -2.4273 -0.3561 -0.1 0.0 0.1
H 4.7487 -3.0789 -1.0053 0.1 0.1 0.1
H 4.6552 -2.5790 0.7045 0.0 -0.1 0.1
C -2.5116 4.9548 2.7568 0.1 0.0 0.7
N -3.0360 4.9654 1.4131 0.0 0.4 -0.4
C -2.2868 5.2764 0.3141 -0.1 -0.4 0.3
C -3.0474 5.3161 -0.9910 0.1 -0.1 -0.1
O -1.0836 5.4487 0.3643 0.2 0.1 0.1
H -3.2209 4.4850 3.4363 0.0 -0.2 -0.2
H -2.3044 5.9410 3.1900 0.0 0.1 -0.4
H -1.5836 4.3938 2.8222 0.0 -0.1 -0.2
H -4.0314 4.9705 1.2768 0.0 -0.1 0.2
H -2.6588 4.5473 -1.6610 0.1 0.0 0.1
H -2.8576 6.2697 -1.4811 -0.1 0.1 0.1
H -4.1145 5.1390 -0.8717 0.0 0.1 0.0
C 3.7932 2.8206 2.9696 -0.1 1.2 0.1
N 3.5677 1.7904 1.9944 0.5 -0.8 0.1
C 4.2815 1.7170 0.8296 -0.7 0.3 0.1
C 3.8853 0.5757 -0.0784 0.2 -0.3 0.0
O 5.0720 2.5736 0.4891 0.3 0.1 0.0
H 3.5896 2.5315 3.9981 0.0 -0.5 -0.1
H 3.1258 3.6681 2.7677 0.1 0.0 0.0
H 4.8067 3.2193 2.9295 0.1 -0.2 -0.2
H 3.0859 0.9522 2.2759 -0.3 0.1 -0.1
H 3.0566 -0.0144 0.3045 0.0 0.1 0.1
H 4.7373 -0.0864 -0.2409 0.1 0.1 0.0
H 3.6044 1.0059 -1.0392 0.0 0.0 0.0
C 1.5424 2.8339 -3.5334 0.7 0.7 -0.4
N 0.7062 2.3862 -4.6268 0.2 0.2 0.2
C -0.3789 1.6329 -4.3911 -0.1 -0.3 0.1
C -1.2166 1.2646 -5.5720 0.2 -0.1 -0.5
O -0.6399 1.2138 -3.2692 -0.1 0.0 0.1
H 1.8181 2.0161 -2.8767 -0.2 0.0 0.2
H 1.0919 3.6670 -2.9907 -0.2 -0.3 0.2
H 2.4651 3.2462 -3.9517 -0.1 -0.2 0.0
H 0.8807 2.7529 -5.5438 -0.1 0.0 -0.1
H -2.2729 1.3010 -5.3261 -0.1 0.1 0.1
H -0.9697 0.2377 -5.8499 -0.1 0.0 0.0
H -0.9920 1.8954 -6.4344 -0.2 0.0 0.0
C 0.4794 2.3775 6.6891 -0.3 0.1 -0.1
C -0.2436 2.5835 5.3730 0.3 0.2 0.1
C 0.5810 2.5843 4.1078 -0.3 0.1 0.2
O -1.4336 2.7814 5.3358 -0.3 0.0 0.0
H 0.6189 1.3043 6.8362 0.2 0.0 0.0
H -0.1325 2.7617 7.5021 -0.1 -0.1 0.0
H 1.4336 2.9037 6.6992 0.1 -0.2 -0.1
H 1.0426 1.6109 3.9338 0.0 0.0 0.0
H 1.3619 3.3379 4.1889 0.1 0.0 0.0
H -0.0837 2.8464 3.2926 0.1 -0.2 -0.2

17
Properties=species:S:1:pos:R:3:forces:R:3 method="wB97M-V/def2-TZVPD" charge=0 homo_energy_ev=-9.5 smiles=C[C@H]1N[C@H]1[C@H]1CN1 multiplicity=1 relative_energy_ev=2.272 mol_weight_g_mol=98.1 orbital_gap_ev=10.70
C 0.5811 2.0642 0.5727 0.2 0.0 0.0
C -0.6509 1.4889 -0.0642 0.1 0.0 0.4
N -0.5725 0.8069 -1.3435 0.3 -0.2 -0.1
C -0.8119 0.0102 -0.1116 0.0 -0.2 0.1
C 0.2278 -1.0162 0.4127 -0.8 0.8 -0.5
C -0.1184 -2.4308 0.1967 -0.2 -0.4 0.3
N 0.9729 -1.8252 -0.5441 0.4 -0.2 -0.4
H 0.8607 3.0012 0.0838 0.0 0.0 0.1
H 1.4276 1.3676 0.5093 -0.2 0.2 -0.1
H 0.3900 2.2587 1.6332 0.1 0.1 -0.1
H -1.5413 2.1155 0.0350 0.1 -0.3 0.1
H 0.4011 0.7329 -1.6316 0.0 0.0 0.1
H -1.8612 -0.3108 -0.1077 0.5 -0.3 0.2
H 0.8929 -0.8525 1.2485 -0.5 0.7 0.3
H 0.1547 -3.1732 0.9446 0.0 0.1 -0.2
H -1.0430 -2.6058 -0.3396 0.0 -0.1 0.1
H 0.6903 -1.6317 -1.4940 -0.1 0.0 -0.2